[1]
97
Properties=species:S:1:pos:R:3 method="wB97M-V/def2-TZVPD" charge=+1 s_squared=0.751 spin_multiplicity=2 lumo_energy_ev="-4.678 / -4.952" homo_lumo_gap_ev="6.6 / 6.5"
Y -4.9930 0.9125 -1.4932
C -1.4205 -0.2621 -1.1096
O -0.7532 0.9038 -0.6896
O -2.7967 0.1351 -1.2631
C -0.6032 -0.9106 -2.3074
F -1.1172 -2.0402 -2.8299
F -0.5378 -0.1281 -3.3663
F 0.6890 -1.2556 -2.0136
C 0.4212 0.7999 0.1600
C 0.6879 2.2037 0.6509
H 0.6839 2.8796 -0.2042
H -0.1097 2.5067 1.3292
H 1.6242 2.1792 1.2084
H 1.2992 0.4173 -0.3603
H 0.2626 0.2005 1.0566
H -1.3269 -1.0332 -0.3449
C 2.5838 -3.2885 -4.4152
C 2.6283 -4.4222 -3.3850
O 3.0490 -5.6347 -3.9686
H 3.5596 -3.0850 -4.8563
H 2.0507 -2.4454 -3.9757
H 1.8936 -3.5296 -5.2237
H 1.6316 -4.6290 -2.9950
H 3.3041 -4.1704 -2.5677
H 2.9987 -6.3409 -3.3203
C 3.6588 3.2761 4.9652
C 2.4721 2.6239 4.2916
O 1.4893 2.2208 5.1793
H 4.1705 2.5918 5.6419
H 3.3928 4.1479 5.5629
H 4.3805 3.6157 4.2223
H 2.8045 1.7364 3.7530
H 2.0198 3.2827 3.5504
H 1.0259 3.0107 5.4674
C -1.1132 3.7493 3.8092
C -0.5979 4.9343 4.6627
O -0.2503 4.4449 5.9822
H -1.5195 4.1195 2.8679
H -1.9910 3.2510 4.2205
H -0.3961 2.9642 3.5695
H -1.3973 5.6597 4.8141
H 0.2859 5.4244 4.2543
H -0.2734 5.1863 6.5916
C 0.6947 5.5840 0.9932
C -0.1731 5.9157 -0.2123
O 0.3865 7.0322 -0.8445
H 0.7399 6.3636 1.7537
H 1.6947 5.2516 0.7148
H 0.2897 4.8022 1.6358
H -1.1606 6.1971 0.1533
H -0.1600 5.0814 -0.9137
H -0.1950 7.2567 -1.5746
C 0.4680 2.8668 -3.4143
C 1.8486 2.2399 -3.0382
O 2.8842 2.6151 -3.8713
H 0.1071 2.6125 -4.4109
H 0.4871 3.9538 -3.3361
H -0.2565 2.6307 -2.6348
H 1.7948 1.1522 -2.9941
H 2.1199 2.4855 -2.0114
H 2.7165 2.3006 -4.7626
C -2.9045 -2.7107 2.3266
C -3.8468 -3.7492 1.7227
O -3.9166 -3.5017 0.3453
H -3.2622 -1.7090 2.0884
H -1.8968 -2.8004 1.9210
H -2.8108 -2.7846 3.4101
H -4.8319 -3.6712 2.1826
H -3.4492 -4.7493 1.8954
H -3.3761 -4.1843 -0.0591
C -4.3460 -3.0048 -3.0302
C -4.7174 -1.7619 -3.7805
O -5.4854 -0.9125 -3.0320
H -3.4990 -3.4810 -3.5240
H -5.1739 -3.7045 -2.9154
H -3.9813 -2.7713 -2.0300
H -5.2060 -2.0631 -4.7071
H -3.8605 -1.1732 -4.1081
H -6.3843 -1.0010 -3.3572
C 3.3874 -2.3210 0.4924
C 2.7139 -1.6186 1.6545
O 3.4381 -1.8309 2.8571
H 2.7997 -2.2071 -0.4185
H 3.4426 -3.3879 0.7086
H 4.3963 -1.9519 0.3081
H 1.6826 -1.9390 1.8023
H 2.5981 -0.5451 1.5052
H 2.9388 -1.5664 3.6332
C 0.4823 -5.3664 -0.3257
C -0.5987 -4.4545 -0.9154
O -1.8444 -5.2267 -0.7566
H 1.4543 -4.8960 -0.1774
H 0.7282 -6.2016 -0.9814
H 0.1947 -5.7394 0.6573
H -0.3747 -4.1826 -1.9469
H -0.6554 -3.5548 -0.3027
H -1.9923 -5.8205 -1.4963


[2]
92
Properties=species:S:1:pos:R:3 method="wB97M-V/def2-TZVPD" smiles="NC(N)=O.CC(C)O.CC(C)O.CC(C)O.CC(C)O.CC(C)O.CC(C)O.CC(C)O" charge=0 de_lowest_ev=0.546 lumo_energy_ev=0.232 homo_lumo_gap_ev=9.5
N 1.1149 4.3520 -3.2889
C 0.6580 3.0854 -3.0152
N -0.6199 2.8803 -3.4811
O 1.2528 2.2583 -2.3532
H 2.0007 4.6067 -2.8992
H 0.5592 4.9131 -3.9067
H -1.1046 3.5890 -3.9983
H -1.0421 2.0086 -3.2192
C -1.4458 0.9075 -0.2363
C -0.3065 -0.0007 0.1924
C -0.8456 -1.4026 0.4648
O 0.7122 -0.0950 -0.8167
H -2.1711 0.9837 0.5737
H -1.8943 0.5264 -1.1559
H -1.1350 1.9370 -0.4500
H 0.2222 0.3727 1.0769
H -1.3788 -1.7254 -0.4297
H -1.3656 -1.4213 1.4181
H 0.0118 -2.0825 0.4979
H 0.7581 0.7763 -1.2382
C 2.9756 -1.1039 -3.4048
C 1.8825 -2.1510 -3.5039
C 2.4438 -3.4887 -3.9896
O 1.3254 -2.3928 -2.2168
H 2.6057 -0.2083 -2.8881
H 3.2761 -0.7039 -4.3774
H 3.8248 -1.4498 -2.8176
H 1.0865 -1.8595 -4.2006
H 3.1999 -3.8727 -3.3034
H 2.9093 -3.2998 -4.9579
H 1.6348 -4.2195 -3.9809
H 1.1011 -1.5392 -1.8005
C -3.6444 -1.3870 -5.1496
C -2.4949 -0.9157 -4.2633
C -1.7172 -2.0981 -3.6896
O -1.5939 -0.0760 -4.9859
H -3.3294 -2.2002 -5.8067
H -4.0088 -0.5489 -5.7441
H -4.4621 -1.7533 -4.5270
H -2.9168 -0.3465 -3.4331
H -1.0744 -1.8015 -2.8631
H -1.0975 -2.5508 -4.4674
H -2.3751 -2.8906 -3.3209
H -1.2417 -0.6155 -5.7012
C -1.2874 6.3534 -0.9083
C -1.8652 4.9788 -0.6054
C -2.4640 4.8924 0.7773
O -2.8543 4.6012 -1.5714
H -0.8101 6.4059 -1.8900
H -0.5302 6.5733 -0.1496
H -2.0178 7.1646 -0.8757
H -1.0341 4.2692 -0.7118
H -3.1101 5.7202 1.0530
H -1.6519 4.7142 1.4828
H -3.0594 3.9739 0.8194
H -2.4488 4.6414 -2.4403
C -4.3713 1.2720 3.7065
C -3.3137 0.3098 4.2120
C -1.9208 0.7334 3.8083
O -3.3795 0.2684 5.6458
H -4.3100 1.4080 2.6212
H -4.2010 2.2509 4.1603
H -5.4019 0.9666 3.8953
H -3.5092 -0.7115 3.8620
H -1.9641 1.1346 2.7972
H -1.1895 -0.0732 3.8684
H -1.5377 1.5089 4.4756
H -4.2986 0.1849 5.9128
C 5.8760 -1.8280 2.0034
C 4.5131 -2.4850 1.8852
C 3.4546 -1.5933 1.3033
O 4.6544 -3.5894 0.9613
H 6.5858 -2.4566 2.5342
H 5.8774 -0.8428 2.4932
H 6.1843 -1.5191 1.0001
H 4.2238 -2.9253 2.8450
H 2.6532 -2.1799 0.8441
H 3.8158 -1.0109 0.4516
H 2.9650 -0.9256 2.0134
H 5.0436 -4.3381 1.4206
C 0.5402 -2.9515 3.7472
C 1.5966 -2.9437 4.8321
C 1.7746 -1.5956 5.5004
O 1.2013 -3.9086 5.8323
H 0.7021 -2.3032 2.8801
H -0.4230 -2.6596 4.1775
H 0.4369 -3.9426 3.3041
H 2.5360 -3.3399 4.4482
H 2.6384 -1.5606 6.1624
H 0.8715 -1.2440 5.9976
H 2.0280 -0.8651 4.7171
H 0.4909 -3.5294 6.3580


[3]
93
Properties=species:S:1:pos:R:3 method="wB97M-V/def2-TZVPD" charge=0 de_lowest_ev=14.885 lumo_energy_ev=0.489 homo_lumo_gap_ev=8.4
C 1.0282 0.4265 -1.8340
C 0.2609 0.3226 -0.5359
O -0.8878 1.0737 -0.6498
H 2.0131 0.0514 -1.5556
H 1.0448 1.4525 -2.2015
H 0.7624 -0.2250 -2.6665
H 0.8352 0.6837 0.3173
H 0.1592 -0.7211 -0.2385
H -1.4491 0.9003 0.1095
C -1.1487 0.7093 -4.0817
C 0.3500 0.7540 -4.3611
O 0.5744 1.0278 -5.7352
H -1.5019 0.1685 -3.2037
H -1.6684 0.3390 -4.9654
H -1.5171 1.7249 -3.9371
H 0.8366 -0.1643 -4.0322
H 0.7631 1.4836 -3.6645
H 0.1699 1.8869 -5.8760
C -0.3857 4.6872 2.6716
O -1.4244 3.7705 2.4205
C -1.0657 2.4321 2.0545
C -2.2006 1.6525 1.4289
N -1.8250 0.2632 0.9856
C -2.9853 -0.4367 0.4300
C -2.5212 -1.7913 -0.2460
O -1.9244 -2.6775 0.7252
C -1.2362 -3.7645 0.1852
H 0.3980 4.3319 3.3407
H -0.8272 5.5676 3.1385
H 0.1005 5.0593 1.7698
H -0.6150 1.9707 2.9332
H -0.2547 2.3748 1.3285
H -2.5475 2.2135 0.5611
H -3.0398 1.6134 2.1234
H -1.6162 -0.2307 1.8414
H -3.5782 0.1359 -0.2832
H -3.5932 -0.7465 1.2800
H -1.7837 -1.5662 -1.0164
H -3.3958 -2.2486 -0.7085
H -0.5610 -4.2087 0.9166
H -0.7221 -3.4593 -0.7262
H -1.9072 -4.5353 -0.1938
C 0.5295 -0.9687 1.4963
C -0.0061 -1.3791 2.8310
C 0.7855 -0.8230 4.0284
O 1.9578 -1.5817 4.1436
C 2.8656 -1.0818 5.1281
N -1.4645 -1.1434 2.8982
H 0.0391 -1.4747 0.6647
H 1.6115 -1.1003 1.5031
H 0.3663 0.0988 1.3485
H 0.0199 -2.4552 2.6592
H 0.1112 -1.1021 4.8381
H 0.8707 0.2592 3.9302
H 2.4455 -1.3389 6.1005
H 2.9467 -0.0008 5.0142
H 3.8062 -1.6292 5.0670
H -1.8644 -1.7459 2.1930
H -1.8269 -1.4166 3.8004
C 2.0310 3.0427 0.2372
C 1.2979 3.5496 -0.9827
C -0.2399 3.7755 -0.6785
O -0.8805 4.1370 -1.9326
C -1.1639 3.0781 -2.8600
N 1.9315 4.8083 -1.4479
H 1.9475 1.9644 0.3726
H 1.6983 3.5070 1.1656
H 3.1090 3.1537 0.1205
H 1.5283 2.7977 -1.7374
H -0.4395 4.6174 -0.0156
H -0.6174 2.9056 -0.1411
H -1.6241 2.2083 -2.3913
H -0.2732 2.7755 -3.4107
H -1.8490 3.5036 -3.5932
H 1.8154 5.5434 -0.7651
H 1.4149 5.1479 -2.2466
C 1.3936 -2.1800 -1.9357
C 1.4397 -2.8741 -0.5426
C 1.1428 -4.4087 -0.7169
O -0.0461 -4.6408 -1.4723
C -0.8571 -5.7529 -1.1745
N 2.7156 -2.6439 0.1300
H 1.8849 -1.2089 -1.8745
H 0.3580 -2.0744 -2.2589
H 1.9307 -2.8122 -2.6429
H 0.7256 -2.5363 0.2084
H 1.1583 -4.9065 0.2527
H 1.9054 -4.9207 -1.3036
H -1.2652 -5.6403 -0.1701
H -0.2988 -6.6847 -1.2647
H -1.7416 -5.9100 -1.7918
H 2.7631 -3.0816 1.0391
H 2.7979 -1.6577 0.3319